# 1
Here is a molecular structure, C10H10ClEuF5OTe at a distorted geometry from OMol25. Energies are from ωB97M-V/def2-TZVPD.

Structure (ORCA input):
```
! RIJCOSX wB97M-V def2-TZVPD def2/J DEFGRID3
* xyz -1 7
C 1.666 0.684 2.380
C 1.803 1.418 1.147
C 2.144 0.464 0.086
H 1.609 2.484 1.001
C 2.206 -0.856 0.685
C 1.917 -0.710 2.097
H 1.830 -1.521 2.810
H 1.347 1.088 3.341
H 2.209 0.686 -0.979
H 2.346 -1.799 0.155
Eu -0.180 -0.133 0.694
Cl -1.692 -0.398 2.633
C -2.622 1.681 -3.728
C -1.689 0.880 -4.467
C -0.517 1.672 -4.708
H -1.844 -0.141 -4.792
C -0.726 2.963 -4.118
C -2.027 2.969 -3.513
H -2.481 3.801 -2.990
H -3.605 1.371 -3.397
H 0.367 1.354 -5.246
H -0.027 3.790 -4.133
F -2.199 -2.721 3.730
Te -0.308 -3.100 3.533
F -0.783 -4.856 2.923
F 0.214 -1.357 4.369
F -0.372 -3.701 5.394
F 1.600 -3.604 3.529
O -0.187 -2.408 1.565
*
```

Calculated values
Expectation value of S² = 12.030
Lowest unoccupied orbital energy (spin up / spin down) = -0.01722 / -0.01637 hartree
Maximum force = 3.747 eV Å⁻¹
DFT total energy = -65310.3972 eV
Highest occupied orbital energy (spin up / spin down) = -3.3 / -3.3 eV


# 2
Here is a single C2H3N3 molecule from OMol25. Energies are from ωB97M-V/def2-TZVPD.

Structure (ORCA input):
```
! RIJCOSX wB97M-V def2-TZVPD def2/J DEFGRID3
* xyz 0 1
N 0.480 -1.212 -0.322
C 0.432 -0.071 0.596
N -0.419 0.833 0.359
C -1.396 1.477 -0.012
N -0.340 -1.460 -1.182
H 1.336 -1.788 -0.157
H 1.100 -0.057 1.449
H -1.193 2.279 -0.732
*
```

Calculated values
Lowest unoccupied orbital energy = 0.00820 hartree
Energy relative to the best compared isomer or geometry (same formula, charge and spin) = 113.2 kcal per mole
Maximum force = 0.718 eV Å⁻¹
DFT total energy = -6587.6673 eV
Highest occupied orbital energy = -8.4 eV